1.
Below is CH46NiO26 as an isolated structure at a distorted geometry, with properties calculated with wB97M-V/def2-TZVPD.

```
74
Properties=species:S:1:pos:R:3:mulliken_spin:R:1
Ni 0.2523 0.2378 -0.6070 1.767
C 1.3701 2.8431 -1.8788 0.005
O 0.7971 2.1653 -1.0576 0.064
O 2.4633 2.5742 -2.3505 0.001
O 0.8848 3.8862 -2.3396 0.012
O 3.2456 -4.3846 -0.7254 0.000
H 3.7782 -4.9190 -0.1364 0.000
H 2.9700 -3.6401 -0.1906 0.000
O 1.0195 0.2933 1.4029 0.036
H 1.5437 1.0337 1.7080 -0.010
H 0.6086 -0.0526 2.1952 0.000
O 2.0953 2.9300 1.8872 0.000
H 2.8118 2.5516 1.3776 0.000
H 2.3157 2.7296 2.7968 0.000
O 3.0941 -2.8124 2.3384 0.000
H 3.5726 -2.1623 2.8529 0.000
H 2.2141 -2.8162 2.7152 0.000
O -0.2338 -0.0070 -2.6375 0.040
H -0.6991 0.6758 -3.1207 -0.004
H -0.3170 -0.7876 -3.1852 -0.001
O 0.0571 -0.9961 3.6273 0.001
H -0.4356 -1.7624 3.9211 0.000
H 0.8296 -0.9764 4.1922 0.000
O 1.9823 -0.8073 -1.1964 0.034
H 2.7853 -1.0768 -0.7504 -0.002
H 2.2371 -0.7150 -2.1144 -0.003
O -0.8234 -1.5924 -0.3671 0.029
H -1.5616 -1.8190 -0.9327 -0.002
H -0.6086 -2.4080 0.0856 -0.001
O -0.2332 -2.4752 -4.1118 0.000
H -0.5181 -2.8734 -4.9343 0.000
H 0.6657 -2.7829 -3.9949 0.000
O 0.0959 -3.9139 0.9252 0.000
H 0.4679 -4.5241 0.2884 0.000
H 0.4229 -4.2208 1.7709 0.000
O -2.5750 1.6016 -3.7191 0.000
H -2.7151 2.2142 -2.9970 0.000
H -3.0417 0.8087 -3.4550 0.000
O -3.6528 2.1481 1.6891 0.001
H -2.9877 2.6606 2.1486 0.000
H -4.3091 1.9521 2.3578 0.000
O 4.5038 -1.2150 0.0547 0.000
H 4.4741 -1.4232 0.9885 0.000
H 4.8265 -0.3145 0.0198 0.000
O -4.0436 -1.6231 0.7468 0.000
H -3.7752 -2.5359 0.6421 0.000
H -3.3365 -1.2214 1.2518 0.000
O -2.5691 -2.7812 -2.1176 0.000
H -2.5776 -2.4689 -3.0224 0.000
H -3.4550 -3.1119 -1.9695 0.000
O -1.3891 1.5850 4.5971 0.000
H -1.0578 1.8293 3.7329 0.000
H -1.8772 0.7754 4.4469 0.000
O -1.5359 1.1367 0.0506 0.045
H -2.1675 1.0786 0.7675 0.002
H -1.7739 1.9387 -0.4145 -0.009
O -1.8392 3.5071 -1.3295 0.000
H -2.0622 4.2480 -0.7658 0.000
H -0.8834 3.5218 -1.3781 -0.001
O -2.2472 -0.4769 2.4201 0.000
H -1.3447 -0.5486 2.7310 0.001
H -2.7823 -0.6567 3.1932 0.000
O 3.0705 0.3165 -3.6810 0.000
H 2.9024 1.0875 -3.1391 0.000
H 3.6487 0.6325 -4.3752 0.000
O 3.8614 2.0251 0.2059 0.000
H 4.7007 2.4647 0.0696 0.000
H 3.4468 2.0266 -0.6569 0.000
O -4.3139 0.4368 -1.6031 0.000
H -5.0269 0.9768 -1.2621 0.000
H -4.0469 -0.1051 -0.8606 0.000
O -0.6908 3.1790 2.2179 -0.001
H 0.2445 3.1322 2.0202 0.000
H -0.7524 3.8033 2.9409 0.000
```

## Properties
spin multiplicity	3
maximum force	8.5	eV Å⁻¹
HOMO (alpha / beta)	-5.218 / -5.196	eV

***

2.
Below is CH4AlO5P as an isolated structure at a distorted geometry, with properties calculated with wB97M-V/def2-TZVPD.

```
12
Properties=species:S:1:pos:R:3:mulliken_charge:R:1
Al -0.9535 0.1917 1.6109 0.837
P 1.4136 -2.4741 1.5754 0.971
O 1.1924 -3.5615 2.5551 -0.324
O 0.0426 -2.3823 0.8019 -0.521
O 2.6863 -2.9429 0.8380 -0.463
O 1.4625 -1.1611 2.4180 -0.533
C -0.8859 1.8510 -1.9097 -0.508
O -1.1353 2.1752 -0.6014 -0.461
H -0.5457 0.8167 -1.9598 0.212
H -1.7509 2.0986 -2.5250 0.252
H 0.0142 2.3461 -2.2740 0.258
H -1.5404 3.0426 -0.5295 0.279
```

## Properties
ΔE to the lowest compared entry with this formula, charge and spin	249.16	kJ/mol
maximum force	3.5	eV Å⁻¹
HOMO	-9.931	eV

***

3.
Below is one molecule with the formula CH4BNO2 at a distorted geometry, with properties calculated with wB97M-V/def2-TZVPD.

```
9
Properties=species:S:1:pos:R:3:mulliken_charge:R:1
B -0.9714 -0.0333 0.7216 0.150
C -0.2028 0.0012 -0.7016 -0.469
N 1.1215 0.0189 -0.1021 0.874
O 1.6264 -0.9167 0.3948 -0.545
O 1.5572 1.1332 -0.0503 -0.549
H -2.1726 -0.4144 0.6481 -0.034
H -0.4076 0.1060 1.7555 0.005
H -0.3053 -0.8084 -1.3843 0.268
H -0.2454 0.9134 -1.2818 0.300
```

## Properties
ΔE to the lowest compared entry with this formula, charge and spin	247.24	kJ/mol
maximum force	3.4	eV Å⁻¹
HOMO	-10.924	eV

***

4.
Below is a 2-piece molecular cluster, CH4Br2O overall at a distorted geometry, with properties calculated with wB97M-V/def2-TZVPD.

```
8
Properties=species:S:1:pos:R:3:mulliken_charge:R:1
Br -1.6237 -1.5940 -0.2985 -0.061
C 0.0631 -0.9698 0.5177 -0.480
Br 1.6977 -0.9165 -0.6588 -0.063
H -0.2188 0.0703 0.7711 0.187
H 0.1793 -1.5277 1.4667 0.360
O 0.1964 1.3974 -0.8156 -0.569
H -0.5008 1.1590 -0.1635 0.328
H 0.2068 2.3813 -0.8191 0.298
```

## Properties
ΔE to the lowest compared entry with this formula, charge and spin	63.28	kJ/mol
maximum force	2.1	eV Å⁻¹
HOMO	-10.065	eV